1.
Here is the ion C6H12O with charge +1 at a distorted geometry from the OMol25 dataset. Energies are from wB97M-V/def2-TZVPD.

Last column: Löwdin charge in e.
CARTESIAN COORDINATES (ANGSTROEM)
H -2.23 -2.09 -0.08  0.125
C -1.55 -1.53 0.56  -0.275
C 2.44 1.45 -1.58  0.272
H -1.98 -2.18 2.36  0.102
H 2.62 1.72 -2.62  0.112
H 1.91 0.56 0.89  0.130
H -0.32 1.72 0.30  0.123
H 3.14 1.89 -0.89  0.115
C -0.26 0.65 0.56  -0.166
C 1.17 0.17 0.21  -0.143
H 0.57 0.37 -1.80  0.140
H -0.58 -2.05 0.48  0.114
H 1.29 -0.87 0.41  0.137
H -1.37 -0.20 -1.15  0.115
O -1.99 -1.35 1.88  -0.028
C -1.40 -0.14 -0.05  -0.183
H -0.53 0.78 1.61  0.144
C 1.39 0.65 -1.14  0.034
H -2.32 0.43 0.05  0.132

- LUMO (spin up / spin down): -5.087 / -8.980 eV
- 2S+1: 2
- Charge: +1
- HOMO-LUMO gap (spin up / spin down): 8.65 / 4.75 eV
- Strongest force on any atom: 1.8 eV/Å

---

2.
Here is a cluster of 3 separate species, C6H12O12S3 in total at a distorted geometry from the OMol25 dataset. Energies are from wB97M-V/def2-TZVPD.

Last column: Löwdin charge in e.
CARTESIAN COORDINATES (ANGSTROEM)
H -1.04 -5.25 -4.76  0.138
O -0.51 -3.63 -5.87  -0.226
H -0.95 3.91 4.04  0.136
H -1.84 -3.22 -3.33  0.130
C 2.86 0.84 -1.25  -0.194
H 2.88 -1.18 -2.08  0.134
H -3.24 2.07 4.96  0.134
O 3.66 -1.14 -0.31  -0.218
O -2.82 4.10 7.71  -0.230
O 4.69 0.71 1.22  -0.257
H 2.03 1.03 -1.92  0.132
H -3.26 -3.50 -4.30  0.132
S -0.88 -2.06 -6.22  0.759
O 0.33 -1.25 -6.02  -0.239
O -2.01 2.03 6.52  -0.207
H -2.22 -4.78 -5.90  0.125
H -1.58 1.66 4.42  0.129
S -1.63 3.35 7.37  0.718
O -0.76 3.89 6.02  -0.202
H -2.20 4.52 4.87  0.120
C 3.53 -0.49 -1.55  -0.181
H 3.53 1.70 -1.34  0.126
C -2.19 -3.29 -4.36  -0.217
O 2.83 -0.73 2.14  -0.236
O -1.95 -2.05 -4.94  -0.202
O -1.69 -2.02 -7.43  -0.242
C -2.18 2.25 5.13  -0.145
H 4.52 -0.39 -2.00  0.134
C -1.52 -4.37 -5.18  -0.158
S 3.49 -0.11 1.00  0.770
C -1.56 3.64 4.90  -0.221
O 2.39 0.80 0.10  -0.209
O -0.69 2.96 8.39  -0.231

- LUMO: 0.137 eV
- Charge: 0
- HOMO-LUMO gap: 11.23 eV
- SMILES string: O=S1(=O)OCCO1.O=S1(=O)OCCO1.O=S1(=O)OCCO1
- Strongest force on any atom: 3.3 eV/Å

---

3.
Here is an isolated molecule of C6H12O2 at a distorted geometry from the OMol25 dataset. Energies are from wB97M-V/def2-TZVPD.

Last column: Löwdin charge in e.
CARTESIAN COORDINATES (ANGSTROEM)
H 0.47 -1.32 1.78  0.103
C -2.45 -0.53 0.67  -0.164
H 1.41 1.25 -2.32  0.066
H -3.22 -0.50 1.45  0.084
C 0.73 -1.17 0.73  -0.011
H 0.33 -2.01 0.16  0.096
H 2.27 0.23 -1.15  0.048
C -0.21 0.20 -1.16  -0.321
H -2.94 -0.13 -0.23  0.075
H -2.19 -1.59 0.50  0.083
C 0.12 0.15 0.27  -0.408
O -1.13 0.06 -1.91  0.134
H 0.48 1.48 1.89  0.098
H 1.45 -0.54 -2.50  0.065
O -1.35 0.24 1.06  -0.205
H 1.85 1.37 0.76  0.085
C 0.77 1.40 0.84  -0.016
H 1.81 -1.17 0.62  0.087
C 1.40 0.29 -1.80  0.003
H 0.41 2.30 0.34  0.100

- LUMO: 0.804 eV
- Charge: 0
- HOMO-LUMO gap: 9.84 eV
- SMILES string: COC(C)(C)C(C)=O
- Strongest force on any atom: 6.0 eV/Å

---

4.
Here is a cluster of 2 separate species, C6H12O2 in total at a distorted geometry from the OMol25 dataset. Energies are from wB97M-V/def2-TZVPD.

Last column: Löwdin charge in e.
CARTESIAN COORDINATES (ANGSTROEM)
C 3.07 -1.68 0.45  0.000
H 1.05 -1.06 0.75  0.083
H -2.39 -1.32 0.21  0.118
O -0.89 -0.69 1.50  -0.127
H 2.66 -0.02 -1.34  0.099
H -2.92 0.00 1.33  0.126
H -1.01 1.82 1.66  0.094
H -1.51 1.36 -1.99  0.097
H -0.33 0.06 -1.73  0.089
H -2.05 -0.34 -1.84  0.087
H 3.96 -1.62 -0.17  0.050
C -1.34 0.41 -1.48  -0.021
H 0.24 1.81 0.43  0.092
C -0.84 1.80 0.59  -0.034
H -1.25 2.68 0.08  0.096
O 1.88 0.01 -0.77  -0.036
H 3.10 -2.33 1.31  0.048
C -1.37 0.56 -0.01  -0.213
C 1.98 -0.97 0.19  -0.258
C -2.03 -0.47 0.82  -0.389

- LUMO (spin up / spin down): -0.073 / -0.073 eV
- Charge: 0
- HOMO-LUMO gap (spin up / spin down): 8.71 / 8.71 eV
- Strongest force on any atom: 2.2 eV/Å

---

5.
Here is a structure of composition C6H12O2 at a distorted geometry from the OMol25 dataset. Energies are from wB97M-V/def2-TZVPD.

Last column: Löwdin charge in e.
CARTESIAN COORDINATES (ANGSTROEM)
H 0.37 0.51 2.89  0.088
H 0.37 -1.21 2.41  0.089
H 1.39 -0.78 -2.11  0.048
C 0.08 -0.20 2.12  -0.023
H -0.46 1.98 0.67  0.120
H -0.28 -1.75 0.21  0.109
H -2.56 0.52 -0.45  0.084
C 0.74 0.13 0.79  -0.555
C -1.96 0.69 -1.35  -0.091
C 0.27 -0.97 -0.32  -0.169
C 0.28 1.38 0.14  0.094
C 1.01 -1.45 -1.36  -0.030
H -2.13 1.70 -1.70  0.082
H 2.54 -0.44 0.32  0.091
H 1.00 -2.51 -1.59  0.035
H -2.23 -0.01 -2.14  0.090
H 1.00 1.93 -0.45  0.125
O 2.14 0.17 0.96  -0.014
H -1.01 -0.22 2.02  0.085
O -0.57 0.52 -1.08  -0.258

- LUMO: 0.839 eV
- Charge: 0
- HOMO-LUMO gap: 8.43 eV
- Strongest force on any atom: 3.5 eV/Å

---

6.
Here is an isolated molecule of C6H12O2 at a distorted geometry from the OMol25 dataset. Energies are from wB97M-V/def2-TZVPD.

Last column: Löwdin charge in e.
CARTESIAN COORDINATES (ANGSTROEM)
C -0.27 -1.88 -1.13  -0.193
H -0.82 1.42 -1.30  0.076
H 0.80 2.09 -1.46  0.081
H -0.66 -1.46 -2.08  0.124
H -2.29 -1.41 0.47  0.084
C -1.61 -0.57 0.58  -0.056
H 0.55 2.18 0.93  0.116
C 0.71 0.28 -0.24  -0.316
C -0.20 -0.90 0.11  -0.306
H -2.07 0.27 0.04  0.074
O 0.63 0.69 2.29  -0.077
H -1.67 -0.29 1.63  0.080
H 2.11 1.39 1.09  0.115
O 0.04 -3.07 -1.06  0.041
C 0.23 1.15 -1.40  -0.074
H 1.17 -0.08 2.50  0.099
H 1.68 -0.14 -0.53  0.135
H 0.36 0.64 -2.36  0.073
C 1.03 1.20 1.04  -0.207
H 0.29 -1.51 0.89  0.134

- LUMO: 0.807 eV
- Charge: 0
- HOMO-LUMO gap: 10.36 eV
- SMILES string: C[C@@H](C=O)[C@@H](C)CO
- Strongest force on any atom: 1.8 eV/Å